1.
{"formula": "C4H15N2O", "method": "wB97M-V/def2-TZVPD", "multiplicity": 1, "e_tot_ha": -345.87564, "orbital_gap_ev": 9.15, "molar_mass_g_mol": 107.177, "relative_energy_kj_mol": 184.0, "lumo_ha": -0.1157, "charge": 1, "max_force_ev_per_a": 1.7, "species": ["N", "C", "C", "N", "C", "C", "H", "H", "H", "H", "H", "H", "H", "H", "H", "H", "H", "H", "H", "H", "H", "O"], "xyz": [[-1.057, -0.194, 0.737], [-0.305, 1.093, 0.707], [0.857, 0.865, -0.306], [1.287, -0.508, -0.310], [1.769, -1.252, 0.846], [1.823, -0.922, -1.623], [-1.984, -0.148, 1.148], [-0.397, -0.949, 0.983], [-1.208, -0.505, -0.233], [0.080, 1.303, 1.700], [-0.970, 1.837, 0.283], [1.715, 1.542, -0.184], [0.406, 1.117, -1.267], [1.696, -0.722, 1.797], [2.838, -1.489, 0.775], [1.241, -2.213, 0.807], [1.017, -0.892, -2.350], [2.195, -1.936, -1.519], [2.613, -0.241, -1.952], [-3.463, 1.357, 0.669], [-4.421, 0.998, -0.353], [-3.498, 0.906, -0.183]], "mulliken_charge": [-0.176, -0.642, -0.633, 0.051, -1.289, -1.138, 0.347, 0.273, 0.311, 0.365, 0.417, 0.406, 0.415, 0.363, 0.402, 0.478, 0.327, 0.391, 0.331, 0.317, 0.314, -0.632]}

***

2.
{"formula": "C38H99F2HgN6O22S2", "method": "wB97M-V/def2-TZVPD", "multiplicity": 1, "e_tot_ha": -4639.83774, "orbital_gap_ev": 4.49, "molar_mass_g_mol": 1294.950, "lumo_ha": -0.1824, "charge": 1, "max_force_ev_per_a": 9.8, "species": ["Hg", "N", "S", "O", "O", "F", "S", "O", "O", "F", "C", "C", "O", "O", "H", "H", "H", "H", "H", "H", "C", "C", "O", "O", "H", "H", "H", "H", "H", "H", "C", "C", "O", "O", "H", "H", "H", "H", "H", "H", "C", "C", "O", "O", "H", "H", "H", "H", "H", "H", "C", "O", "C", "C", "N", "C", "C", "O", "C", "H", "H", "H", "H", "H", "H", "H", "H", "H", "H", "H", "H", "H", "H", "H", "C", "O", "C", "C", "N", "C", "C", "O", "C", "H", "H", "H", "H", "H", "H", "H", "H", "H", "H", "H", "H", "H", "H", "H", "C", "O", "C", "C", "N", "C", "C", "O", "C", "H", "H", "H", "H", "H", "H", "H", "H", "H", "H", "H", "H", "H", "H", "H", "C", "O", "C", "C", "N", "C", "C", "O", "C", "H", "H", "H", "H", "H", "H", "H", "H", "H", "H", "H", "H", "H", "H", "H", "C", "O", "C", "C", "N", "C", "C", "O", "C", "H", "H", "H", "H", "H", "H", "H", "H", "H", "H", "H", "H", "H", "H", "H"], "xyz": [[1.593, -3.317, 2.591], [0.693, -1.505, 1.690], [-0.412, -1.214, 0.724], [0.075, -1.172, -0.656], [-1.577, -0.425, 1.108], [-0.995, -2.728, 0.915], [0.880, 0.155, 2.095], [0.181, 0.489, 3.279], [1.160, 1.147, 1.071], [2.358, -0.029, 2.659], [0.217, 1.274, 7.215], [0.535, 2.173, 5.976], [0.976, 3.476, 6.315], [-1.082, 1.616, 7.611], [0.812, 1.332, 8.127], [0.343, 0.256, 6.845], [-0.330, 2.371, 5.344], [1.374, 1.692, 5.472], [0.403, 3.899, 6.958], [-1.603, 1.211, 6.914], [-2.737, -2.310, -2.809], [-2.038, -3.642, -2.434], [-2.680, -4.782, -3.055], [-4.071, -2.162, -2.331], [-2.705, -2.144, -3.886], [-2.160, -1.458, -2.449], [-2.102, -3.942, -1.388], [-0.975, -3.538, -2.654], [-3.607, -4.826, -2.809], [-4.599, -1.826, -3.058], [-4.282, -3.293, 0.779], [-4.963, -4.100, 1.946], [-4.964, -3.346, 3.128], [-5.005, -2.338, 0.139], [-3.902, -4.025, 0.066], [-3.430, -2.739, 1.171], [-4.534, -5.092, 2.084], [-6.009, -4.361, 1.786], [-5.790, -2.856, 3.132], [-4.621, -2.233, -0.735], [-3.955, -0.040, 4.933], [-3.583, 1.169, 4.103], [-3.702, 2.413, 4.764], [-2.945, -0.350, 5.875], [-4.141, -0.855, 4.233], [-4.851, 0.189, 5.510], [-4.271, 1.268, 3.264], [-2.604, 0.891, 3.713], [-3.550, 3.156, 4.176], [-3.220, -1.087, 6.425], [3.121, 2.967, -0.528], [2.346, 3.235, -1.703], [2.636, 2.282, -2.716], [4.112, 2.374, -3.220], [4.426, 3.777, -3.640], [3.869, 4.057, -4.960], [3.664, 5.608, -5.097], [2.929, 6.263, -4.077], [1.649, 5.750, -3.812], [2.733, 3.700, 0.180], [4.135, 3.294, -0.759], [3.100, 1.936, -0.176], [1.920, 2.392, -3.531], [2.494, 1.254, -2.384], [4.228, 1.703, -4.071], [4.831, 1.980, -2.503], [3.878, 4.328, -2.995], [2.875, 3.626, -5.076], [4.576, 3.727, -5.721], [3.276, 5.862, -6.083], [4.615, 6.139, -5.048], [1.166, 5.623, -4.781], [1.006, 6.352, -3.169], [1.626, 4.808, -3.264], [0.283, -0.152, -10.046], [-0.622, -0.528, -8.948], [-0.481, 0.419, -7.835], [-1.529, -0.026, -6.751], [-1.661, 0.875, -5.568], [-0.500, 0.929, -4.683], [0.074, -0.472, -4.286], [1.447, -0.568, -4.647], [2.130, -1.658, -4.083], [0.073, -0.762, -10.924], [1.293, -0.365, -9.695], [0.238, 0.887, -10.374], [-0.669, 1.442, -8.159], [0.540, 0.331, -7.465], [-1.421, -1.098, -6.580], [-2.418, -0.105, -7.376], [-1.692, 1.783, -6.008], [-0.778, 1.434, -3.758], [0.348, 1.492, -5.072], [-0.476, -1.295, -4.744], [-0.125, -0.579, -3.220], [3.130, -1.903, -4.441], [1.628, -2.620, -4.193], [2.084, -1.428, -3.019], [7.298, -3.535, -0.538], [6.072, -3.913, 0.075], [6.101, -3.707, 1.473], [4.752, -3.861, 2.190], [3.810, -2.732, 2.012], [3.615, -2.396, 0.618], [3.144, -3.667, -0.271], [1.824, -4.048, 0.156], [1.135, -4.686, -0.917], [7.083, -3.379, -1.595], [8.026, -4.334, -0.399], [7.625, -2.578, -0.130], [6.518, -2.753, 1.795], [6.733, -4.379, 2.053], [4.883, -3.918, 3.271], [4.340, -4.835, 1.928], [4.122, -1.841, 2.370], [4.519, -1.956, 0.196], [2.901, -1.573, 0.575], [3.873, -4.477, -0.234], [3.165, -3.393, -1.326], [1.513, -5.643, -1.278], [1.155, -4.068, -1.815], [0.103, -4.891, -0.632], [-5.997, 7.523, -0.144], [-5.795, 6.072, -0.088], [-6.650, 5.418, -0.999], [-6.571, 3.861, -0.833], [-5.318, 3.339, -1.371], [-5.151, 1.932, -1.236], [-3.633, 1.703, -1.412], [-2.854, 2.462, -0.510], [-1.440, 2.343, -0.890], [-6.883, 7.835, 0.407], [-5.921, 7.848, -1.182], [-5.151, 7.968, 0.380], [-6.423, 5.587, -2.052], [-7.637, 5.779, -0.710], [-7.397, 3.261, -1.216], [-6.570, 3.720, 0.248], [-4.498, 3.798, -1.000], [-5.769, 1.276, -1.848], [-5.384, 1.679, -0.202], [-3.409, 1.921, -2.456], [-3.377, 0.663, -1.212], [-0.751, 2.520, -0.064], [-1.192, 2.984, -1.736], [-1.213, 1.299, -1.105], [3.985, 0.648, 5.857], [3.197, -0.290, 6.586], [3.693, -1.678, 6.631], [3.587, -2.411, 5.269], [2.235, -2.249, 4.642], [1.279, -2.677, 5.579], [-0.182, -2.566, 5.106], [-0.399, -3.410, 3.971], [-1.822, -3.604, 3.653], [3.800, 1.687, 6.129], [3.790, 0.479, 4.798], [5.047, 0.417, 5.941], [3.112, -2.187, 7.400], [4.717, -1.774, 6.992], [3.810, -3.456, 5.485], [4.303, -2.032, 4.540], [2.164, -1.251, 4.509], [1.200, -1.956, 6.392], [1.447, -3.736, 5.771], [-0.498, -1.539, 4.926], [-0.864, -2.959, 5.860], [-2.461, -2.774, 3.349], [-2.314, -4.043, 4.521], [-1.863, -4.382, 2.890]], "mulliken_charge": [1.830, 0.347, 0.484, -0.266, -0.422, -0.523, -0.206, -0.022, -0.162, -0.423, -0.034, 0.462, -0.627, -0.619, 0.350, -0.213, 0.136, -0.168, 0.317, 0.331, 0.228, 0.672, -0.655, -0.576, 0.496, -0.365, -0.339, -0.118, 0.340, 0.281, 0.866, -1.015, -0.481, -0.653, -0.070, -0.246, 0.330, 0.480, 0.314, 0.483, -0.211, -0.027, -0.634, -0.429, -0.015, 0.470, 0.447, -0.095, 0.339, 0.245, -0.772, -0.449, 0.927, -1.261, -0.383, -0.048, -0.833, -0.389, -0.197, 0.284, 0.435, 0.154, -0.318, -0.009, 0.477, 0.345, 0.412, -0.062, 0.467, 0.437, 0.314, 0.317, 0.306, -0.144, -0.711, -0.353, -0.284, -0.949, -0.314, -0.152, 0.772, -0.527, -0.865, 0.263, 0.290, 0.292, 0.377, 0.232, 0.222, 0.484, 0.349, -0.315, 0.402, 0.425, -0.653, 0.438, 0.401, 0.121, -0.830, -0.215, -0.954, -0.792, 0.143, -0.909, -0.879, -0.015, -0.563, 0.264, 0.288, 0.376, 0.406, 0.552, 0.511, 0.311, 0.113, 0.679, 0.451, 0.514, 0.325, 0.395, -0.086, 0.252, -0.750, -0.284, -0.620, -0.730, -0.350, -0.712, -0.198, -0.424, -0.168, 0.286, 0.316, 0.248, 0.344, 0.467, 0.445, 0.310, 0.288, 0.316, 0.321, 0.232, 0.307, 0.198, 0.510, -0.370, -0.561, -0.227, -0.922, -0.886, 0.904, -0.948, -0.200, -0.225, -0.984, 0.300, 0.012, 0.381, 0.382, 0.507, 0.465, 0.344, -0.531, 0.287, 0.318, 0.069, 0.624, 0.141, 0.554, 0.286]}

***

3.
{"formula": "C5H3NO", "method": "wB97M-V/def2-TZVPD", "multiplicity": 1, "e_tot_ha": -322.23834, "smiles": "N#C[C@H]1C=CC1=O", "orbital_gap_ev": 9.93, "molar_mass_g_mol": 93.085, "relative_energy_kj_mol": 140.3, "lumo_ha": -0.0083, "max_force_ev_per_a": 2.8, "species": ["C", "C", "C", "C", "C", "N", "O", "H", "H", "H"], "xyz": [[2.434, 0.494, 0.147], [-0.446, -0.839, -0.586], [-0.047, 0.411, -0.298], [0.743, -1.510, 0.008], [1.126, 0.016, 0.536], [3.305, 1.008, -0.396], [1.289, -2.560, 0.062], [-1.253, -1.357, -1.087], [-0.582, 1.396, -0.559], [1.048, 0.098, 1.552]], "mulliken_charge": [0.231, -0.277, -0.494, 0.294, 0.054, -0.423, -0.488, 0.419, 0.313, 0.371]}

***

What is the multiplicity in the second record?
1

***

What is the formula in the first record?
C4H15N2O